This record from OMol25 describes a molecular structure, C34H38EuF6N8OPS3 at a distorted geometry. The level of theory is ωB97M-V/def2-TZVPD.

```
92
Properties=species:S:1:pos:R:3:lowdin_spin:R:1
Eu 15.433 10.767 15.324 6.09
N 6.500 10.048 21.206 0.01
C 7.365 10.358 20.518 0.00
C 8.442 10.732 19.632 0.02
C 8.924 9.741 18.709 0.00
C 10.118 10.026 18.071 0.02
C 10.796 11.202 18.191 0.02
C 10.254 12.192 18.998 0.02
C 9.149 11.921 19.751 0.00
C 11.953 11.472 17.218 0.29
C 13.213 11.580 17.881 0.03
C 13.504 12.141 19.337 0.00
C 14.806 12.184 19.419 -0.01
C 15.475 11.624 18.180 0.01
N 14.345 11.108 17.401 0.15
C 11.887 11.141 15.875 0.04
C 10.796 10.734 15.182 0.13
C 11.231 10.383 13.857 0.04
C 12.557 10.591 13.846 0.10
N 13.017 11.031 15.027 0.02
H 8.431 8.797 18.498 0.00
H 10.511 9.293 17.338 0.00
H 10.745 13.143 19.011 0.00
H 8.696 12.701 20.359 0.00
H 12.821 12.540 20.060 0.00
H 15.419 12.610 20.217 0.00
H 16.156 10.747 18.357 0.00
H 9.869 10.876 15.641 0.01
H 10.680 10.052 13.010 0.00
H 13.234 10.476 13.048 0.01
S 16.274 12.797 17.034 0.02
S 15.095 6.154 16.791 0.00
C 13.560 6.871 16.865 0.00
C 13.575 7.991 16.112 0.00
N 14.812 8.290 15.542 -0.01
C 15.634 7.325 15.783 0.00
H 12.730 6.597 17.560 0.00
H 12.867 8.817 16.115 0.00
H 16.683 7.309 15.387 0.00
N 12.486 13.697 14.199 0.00
C 13.390 13.782 12.981 0.00
C 14.597 14.732 13.304 0.00
N 14.734 14.733 14.744 0.00
C 13.733 15.464 15.453 0.00
C 12.331 14.943 15.020 0.00
H 12.649 12.897 14.801 0.00
H 11.540 13.411 13.909 0.00
H 12.828 14.301 12.180 0.00
H 13.676 12.727 12.800 0.00
H 14.329 15.715 12.843 0.00
H 15.479 14.257 12.843 0.00
H 15.683 14.841 15.117 0.00
H 13.746 16.530 15.279 0.00
H 13.954 15.323 16.526 0.00
H 11.871 15.727 14.418 0.00
H 11.644 14.683 15.867 0.00
C 20.601 11.160 10.893 0.00
C 19.310 11.890 10.617 0.00
C 18.330 11.788 11.739 0.00
N 17.823 10.442 11.846 0.00
C 16.616 9.992 11.937 0.00
S 15.297 11.050 12.303 -0.01
N 16.431 8.663 11.910 0.00
C 17.321 7.668 11.431 0.00
O 17.242 6.611 11.955 0.00
C 18.108 8.056 10.238 0.00
C 17.510 8.882 9.258 0.00
C 18.209 9.215 8.144 0.00
C 19.573 8.773 7.962 0.00
C 20.096 7.848 8.869 0.00
C 19.354 7.476 9.991 0.00
H 21.343 11.363 10.104 0.00
H 20.528 10.107 11.067 0.00
H 21.030 11.565 11.790 0.00
H 18.830 11.568 9.718 0.00
H 19.572 12.936 10.620 0.00
H 17.476 12.363 11.463 0.00
H 18.726 12.145 12.684 0.00
H 18.572 9.740 11.702 0.00
H 15.592 8.276 12.354 0.00
H 16.505 9.252 9.414 0.00
H 17.741 9.661 7.282 0.00
H 20.185 8.965 7.095 0.00
H 21.069 7.397 8.749 0.00
H 19.740 6.821 10.771 0.00
F 17.954 11.022 14.866 0.00
P 18.694 9.646 15.567 0.00
F 19.395 10.555 16.631 0.00
F 19.765 9.741 14.490 0.00
F 17.705 8.771 14.527 0.00
F 17.164 9.715 16.531 0.00
F 19.207 8.316 16.151 0.00
```

Output
energy relative to the best compared isomer or geometry (same formula, charge and spin): 34.47 kJ/mol
total charge: +1
E_HOMO (spin up / spin down): -0.3515 / -0.3748 Ha
molecular weight: 967.9 Da
total energy: -4677.1471 a.u.
spin multiplicity: 8

=====

This record from OMol25 describes a molecular structure, C17H24ClMoN at a distorted geometry. The level of theory is ωB97M-V/def2-TZVPD.

```
44
Properties=species:S:1:pos:R:3:nbo_charge:R:1
C -2.788 1.570 -3.983 0.67
C -2.575 0.172 -4.476 -0.77
C -3.852 1.842 -2.975 -0.77
C -1.719 2.588 -4.220 -0.77
Cl -0.354 0.299 -1.475 -0.33
H -4.770 2.237 -3.456 0.33
H -3.488 2.571 -2.208 0.27
H -4.099 0.916 -2.400 0.27
H -3.063 0.001 -5.456 0.33
H -2.963 -0.572 -3.738 0.27
H -1.485 -0.059 -4.569 0.28
H -1.943 3.215 -5.108 0.33
H -0.723 2.103 -4.357 0.28
H -1.598 3.248 -3.327 0.27
C -0.396 -2.659 1.797 -0.19
C -1.379 -1.611 1.918 -0.21
C -1.754 -1.212 0.613 -0.33
H -1.830 -1.269 2.835 0.26
C -0.933 -1.996 -0.331 -0.23
C -0.095 -2.846 0.425 -0.21
H 0.655 -3.527 -0.001 0.26
H -0.062 -3.303 2.612 0.25
H -2.625 -0.600 0.358 0.26
H -1.095 -2.128 -1.402 0.27
C 2.279 1.562 0.647 -0.24
C 1.891 1.570 2.000 -0.13
C 0.497 1.846 2.063 -0.24
H 2.572 1.522 2.857 0.26
C 0.023 2.132 0.762 -0.32
C 1.175 1.961 -0.151 -0.18
H 1.261 2.284 -1.189 0.27
H 3.277 1.364 0.229 0.27
H -0.104 1.956 2.966 0.27
H -0.954 2.539 0.494 0.27
Mo 0.281 -0.111 0.591 0.78
C 4.050 -1.818 4.485 -0.60
C 3.720 -2.333 3.072 -0.52
C 2.668 -1.576 2.340 0.55
N 1.880 -1.101 1.625 -0.50
H 4.510 -0.830 4.455 0.22
H 4.754 -2.497 4.966 0.25
H 3.160 -1.765 5.119 0.23
H 4.626 -2.300 2.452 0.28
H 3.371 -3.383 3.143 0.28
```

Output
energy relative to the best compared isomer or geometry (same formula, charge and spin): 4.21 kJ/mol
total charge: +2
E_HOMO (spin up / spin down): -0.4883 / -0.5215 Ha
molecular weight: 373.8 Da
total energy: -1244.6208 a.u.
spin multiplicity: 3

=====

This record from OMol25 describes C4H5N in the gas phase at a distorted geometry. The level of theory is ωB97M-V/def2-TZVPD.

```
10
Properties=species:S:1:pos:R:3:nbo_charge:R:1
C -0.629 -3.158 1.238 -0.33
C -0.380 -2.413 0.336 -0.02
C 0.213 -0.881 -0.431 -0.22
C -0.089 1.508 0.122 -0.46
N -0.222 0.048 0.242 -0.15
H -1.242 -3.761 1.848 0.23
H 0.991 -1.035 -1.265 0.28
H 0.691 1.791 -0.568 0.24
H 0.133 1.901 1.222 0.22
H -1.136 1.914 -0.187 0.21
```

Output
energy relative to the best compared isomer or geometry (same formula, charge and spin): 434.11 kJ/mol
total charge: 0
E_HOMO (spin up / spin down): -0.2038 / -0.3660 Ha
molecular weight: 67.1 Da
total energy: -209.8494 a.u.
spin multiplicity: 3